No. 1
21
Properties=species:S:1:pos:R:3:forces:R:3 method="wB97M-V/def2-TZVPD" orbital_gap_ev="7.968 / 5.144" total_energy_ev=-133777.117 lumo_energy_ev="-11.34 / -14.16" homo_energy_ev="-19.3 / -19.3" spin_multiplicity=7 charge=+3
C 3.127 1.329 0.268 0.0 0.0 0.1
C 2.796 -0.144 0.083 -0.2 0.1 -0.4
Br 2.535 -1.061 1.780 0.1 -0.3 0.1
C 1.592 -0.391 -0.833 0.2 -0.1 0.4
O 0.357 -0.758 0.041 0.0 0.3 -0.8
S -0.932 -0.761 -0.838 0.0 1.0 -0.6
O -1.205 -2.215 -0.988 -1.2 1.8 -1.8
O -1.940 -0.328 0.379 -0.2 0.0 0.0
P -3.279 0.616 0.245 0.2 0.3 -0.2
O -4.327 -0.289 -0.417 0.1 -0.1 -0.3
O -3.651 0.848 1.702 -0.1 0.0 0.3
S -3.001 2.377 -0.708 0.0 -0.2 0.1
H 2.237 1.957 0.243 -0.1 0.0 0.1
H 3.798 1.652 -0.528 0.0 0.0 -0.1
H 3.634 1.500 1.212 0.1 0.0 0.0
H 3.623 -0.665 -0.395 0.1 0.0 0.2
H 1.294 0.492 -1.395 0.1 0.1 0.1
H 1.763 -1.218 -1.518 -0.2 -0.2 0.1
H -4.751 -0.056 -1.261 -0.3 0.0 0.1
H -3.055 0.676 2.448 0.0 0.1 0.2
Eu -0.613 -3.561 0.477 1.4 -2.8 2.6

---

No. 2
15
Properties=species:S:1:pos:R:3:forces:R:3 method="wB97M-V/def2-TZVPD" orbital_gap_ev=7.724 total_energy_ev=-91308.459 lumo_energy_ev=-1.00 homo_energy_ev=-8.7 charge=0 de_lowest_kj_mol=351.8
C -1.262 -0.094 -0.117 0.8 2.5 0.2
C 2.290 -0.218 1.560 -4.8 -1.6 -1.2
C -0.880 1.396 -0.593 0.0 -1.8 -1.2
O -0.511 2.175 0.438 1.4 -0.5 3.6
Si 0.824 0.916 2.174 -1.0 2.1 -1.5
Br -0.733 -0.118 3.493 1.1 0.6 -0.8
I 1.477 3.181 3.067 -0.3 -1.4 -0.3
H -2.160 -0.089 0.560 1.1 -0.1 -0.7
H -1.389 -0.624 -1.010 -0.8 -1.3 -1.2
H -0.338 -0.531 0.324 -0.6 0.2 0.3
H 3.243 0.178 1.512 1.8 0.8 0.3
H 2.081 -1.130 2.140 0.9 0.3 0.5
H 1.961 -0.651 0.547 0.6 1.2 1.0
H -1.739 1.791 -1.213 0.3 0.0 1.0
H -0.033 1.441 -1.334 -0.5 -1.0 0.1

---

No. 3
15
Properties=species:S:1:pos:R:3:forces:R:3 method="wB97M-V/def2-TZVPD" orbital_gap_ev=10.246 total_energy_ev=-78302.941 lumo_energy_ev=-4.52 homo_energy_ev=-14.8 charge=+1 de_lowest_kj_mol=19.2
C -1.034 -0.973 1.079 -0.3 0.8 -1.5
C 0.278 -0.291 0.760 0.5 -0.2 -0.1
O 0.676 0.712 1.625 0.1 1.3 0.6
C 0.294 0.191 -0.694 1.4 2.4 -1.3
N -0.035 -0.683 -1.685 1.8 5.9 0.2
N 0.751 1.523 -0.819 -1.8 -4.6 -1.7
Br 1.048 2.520 -2.384 -0.3 -0.8 1.0
H -0.939 -2.007 1.226 0.2 -1.4 0.2
H -1.488 -0.554 1.935 -0.4 0.5 1.0
H -1.695 -0.807 0.228 -0.4 -0.2 0.2
H 1.140 -0.959 0.879 -0.2 -0.4 -0.6
H 0.012 1.394 1.804 -0.3 -0.5 0.2
H -0.082 -1.590 -1.403 -0.3 -3.2 0.5
H 0.279 -0.411 -2.630 -0.5 -0.6 0.6
H 0.796 1.936 0.079 0.6 0.9 0.7

---

No. 4
15
Properties=species:S:1:pos:R:3:forces:R:3 method="wB97M-V/def2-TZVPD" orbital_gap_ev=6.383 total_energy_ev=-13943.396 lumo_energy_ev=-0.47 homo_energy_ev=-6.9 charge=0 de_lowest_kj_mol=81.0
O 0.997 -1.005 -1.220 3.0 -1.2 -1.1
C 1.950 -0.114 -0.740 0.6 0.6 0.2
C 1.531 0.671 0.507 0.1 -0.2 0.1
O 0.459 1.559 0.279 0.1 0.5 0.2
C -0.863 1.072 0.627 -0.1 0.3 -0.4
H 2.237 0.632 -1.513 -0.1 -0.3 0.2
H 2.888 -0.643 -0.464 -0.3 0.0 -0.1
H 2.386 1.280 0.844 -0.2 -0.2 -0.1
H 1.284 -0.047 1.315 0.0 0.2 -0.1
H -1.546 1.901 0.374 0.3 -0.3 0.4
H -2.894 -0.919 0.709 1.4 -1.5 -2.4
H -0.896 0.850 1.713 -0.1 0.2 -0.3
Cd -0.800 -0.619 -0.810 -0.3 2.3 0.2
O -2.474 -1.445 -0.091 -4.1 -0.3 3.1
H -2.645 -2.381 0.052 -0.3 -0.3 0.1